Arrangement one

Here is one molecule with the formula C3H6ClF from the OMol25 dataset. Energies are from wB97M-V/def2-TZVPD.

CARTESIAN COORDINATES (ANGSTROEM)
C -1.27 -0.04 -0.02
C 0.14 -0.68 -0.17
C 1.16 0.35 0.32
F 0.40 1.57 -0.21
Cl 2.83 0.10 -0.11
H -2.05 -0.71 -0.32
H -1.68 0.49 1.00
H -1.47 0.90 -0.80
H -0.02 -1.72 0.22
H 0.66 -0.67 -1.31
H 1.31 0.41 1.40

## Properties
- Total charge: 0
- HOMO-LUMO gap: 11.943 eV
- Lowest unoccupied orbital energy: 0.98 eV

Here are the Mulliken charges for atoms 1 to 6, given in e: atom 1 (C): -0.939, atom 2 (C): -0.330, atom 3 (C): 0.115, atom 4 (F): -0.280, atom 5 (Cl): -0.141, atom 6 (H): 0.362

Arrangement two

Here is one molecule with the formula C3H6ClF from the OMol25 dataset. Energies are from wB97M-V/def2-TZVPD.

CARTESIAN COORDINATES (ANGSTROEM)
C -1.23 -0.52 0.17
C -0.07 0.52 0.37
F -0.08 0.51 1.67
C 1.26 0.06 -0.22
Cl 1.09 0.20 -2.06
H -1.13 -0.97 -0.91
H -1.02 -1.33 1.11
H -2.37 0.11 0.11
H -0.23 1.39 -0.25
H 1.71 -0.81 0.09
H 2.07 0.84 -0.09

## Properties
- Total charge: 0
- HOMO-LUMO gap: 11.812 eV
- Lowest unoccupied orbital energy: 0.98 eV

Here are the Mulliken charges for atoms 1 to 6, given in e: atom 1 (C): -0.829, atom 2 (C): 0.108, atom 3 (F): -0.281, atom 4 (C): -0.596, atom 5 (Cl): -0.200, atom 6 (H): 0.254

Bottom line: arrangement two, by a margin of 7.6 kcal/mol.

Arrangement one

Here is one molecule with the formula C2HN5O from the OMol25 dataset. Energies are from wB97M-V/def2-TZVPD.

CARTESIAN COORDINATES (ANGSTROEM)
O -1.13 -0.42 2.26
C -0.65 -0.51 1.15
N -1.18 -0.49 -0.26
N -0.68 -0.02 -1.40
C 0.25 0.92 -0.87
N 1.30 0.68 -0.34
N 1.44 -0.84 -0.11
N 0.66 -1.20 0.81
H -0.02 1.87 -1.24

## Properties
- Total charge: 0
- HOMO-LUMO gap: 7.234 eV
- Lowest unoccupied orbital energy: -2.51 eV

Here are the Mulliken charges for atoms 1 to 6, given in e: atom 1 (O): -0.427, atom 2 (C): 0.536, atom 3 (N): -0.062, atom 4 (N): -0.190, atom 5 (C): 0.064, atom 6 (N): -0.193

Arrangement two

Here is one molecule with the formula C2HN5O from the OMol25 dataset. Energies are from wB97M-V/def2-TZVPD.

CARTESIAN COORDINATES (ANGSTROEM)
O -2.18 -0.01 0.68
C -1.23 0.09 -0.01
N -0.51 1.25 -0.51
C 0.75 1.36 -0.27
N 1.62 0.51 0.46
N 1.53 -0.74 0.57
N 0.65 -1.39 -0.42
N -0.55 -1.18 -0.58
H 1.21 2.25 -0.36

## Properties
- Total charge: 0
- HOMO-LUMO gap: 7.570 eV
- Lowest unoccupied orbital energy: -1.95 eV

Here are the Mulliken charges for atoms 1 to 6, given in e: atom 1 (O): -0.409, atom 2 (C): 0.522, atom 3 (N): -0.374, atom 4 (C): 0.145, atom 5 (N): -0.150, atom 6 (N): -0.051

Bottom line: arrangement two, by a margin of 43.2 kcal/mol.